{
  "formula": "C4H10N2Si",
  "method": "ωB97M-V/def2-TZVPD",
  "orbital_gap_ha": 0.3686,
  "largest_force_ha_per_bohr": 0.059,
  "total_energy_ev": -15167.9446,
  "e_above_lowest_kcal_mol": 0.0,
  "homo_ev": -9.11,
  "smiles": "C=C[Si](N)(N)C=C",
  "symbols": ["C", "C", "Si", "N", "N", "C", "C", "H", "H", "H", "H", "H", "H", "H", "H", "H", "H"],
  "coordinates": [[1.4328, -2.3507, -0.3067], [0.8046, -1.3808, 0.3682], [-0.0840, 0.1105, -0.4359], [-0.8878, -0.5509, -1.8356], [1.2397, 1.2354, -0.8036], [-1.1393, 0.9288, 0.9611], [-1.3366, 2.2429, 1.0197], [1.9604, -3.2300, 0.0741], [1.2342, -2.3293, -1.4544], [0.7800, -1.2626, 1.4002], [-0.7714, -1.5759, -1.8849], [-1.8383, -0.2935, -2.1681], [0.9572, 2.2473, -0.9807], [2.2361, 1.1646, -0.8848], [-1.5870, 0.2869, 1.7319], [-1.6700, 2.7252, 1.8839], [-0.9013, 2.8540, 0.2435]]
}

{
  "formula": "C7H40O14",
  "method": "ωB97M-V/def2-TZVPD",
  "orbital_gap_ha": 0.3340,
  "largest_force_ha_per_bohr": 0.121,
  "total_energy_ev": -36569.3100,
  "e_above_lowest_kcal_mol": 108.0,
  "homo_ev": -9.13,
  "symbols": ["C", "C", "C", "C", "C", "C", "C", "H", "H", "H", "H", "H", "H", "H", "H", "H", "H", "H", "H", "H", "H", "O", "H", "H", "O", "H", "H", "O", "H", "H", "O", "H", "H", "O", "H", "H", "O", "H", "H", "O", "H", "H", "O", "H", "H", "O", "H", "H", "O", "H", "H", "O", "H", "H", "O", "H", "H", "O", "H", "H", "O"],
  "coordinates": [[-3.2456, -0.0090, 2.6474], [-2.1518, 1.0663, 2.5517], [-1.8880, 1.1362, 1.0152], [-2.2078, 2.0255, 0.0667], [-3.1715, 3.0985, 0.3211], [0.1421, 0.3989, 0.1048], [-1.0288, 0.0219, 0.7595], [-2.8501, -0.9886, 2.7130], [-3.9088, -0.0592, 1.8202], [-3.8699, 0.0134, 3.4897], [-1.3968, 0.7230, 3.2967], [-2.3739, 2.0182, 3.0790], [-1.8183, 2.0133, -0.8986], [-3.6336, 3.2242, -0.7335], [-2.5751, 3.9019, 0.6799], [-3.8930, 2.6607, 1.0253], [0.7921, -0.3796, -0.2421], [0.2553, 1.3351, -0.2539], [-1.2733, -1.0447, 1.1182], [-3.4937, -3.4115, 0.4028], [-2.7034, -1.9902, -0.1088], [-2.7628, -2.8093, 0.4018], [-2.7885, -0.3307, -1.2741], [-3.6210, 0.1570, 0.0075], [-3.4520, -0.6328, -0.6248], [2.7506, 3.5516, 2.0609], [1.9674, 3.0666, 1.1561], [2.7022, 3.6967, 1.1319], [-0.5217, -2.4001, -3.0189], [-1.9195, -2.1832, -3.9184], [-0.9408, -2.1074, -3.8615], [2.8459, -0.8976, 1.0403], [2.3987, -1.7604, 2.4087], [2.1233, -1.3830, 1.4449], [0.9683, 1.0738, 2.0591], [-0.0710, 2.2631, 1.9295], [0.8513, 2.0301, 2.2132], [-0.5218, -2.3732, 4.0989], [0.2718, -1.1673, 3.6728], [-0.3932, -1.4375, 4.2766], [0.6705, -3.2645, 0.6625], [-0.7663, -3.6470, 0.5550], [0.0695, -3.9497, 0.7709], [3.6554, 3.0629, -0.1346], [3.1355, 2.8059, -1.4454], [3.9575, 2.6462, -1.0165], [0.7107, 1.3376, -3.6777], [1.9275, 0.5421, -3.3279], [1.6503, 1.2872, -3.8634], [3.0899, -1.1105, -1.1600], [4.1938, -1.0111, -1.8060], [3.5359, -1.6954, -1.7482], [-2.4382, 0.4414, -3.6171], [-1.3907, -0.4523, -2.9772], [-1.9542, 0.2893, -2.7132], [4.7896, 0.8076, 0.5016], [3.8820, 1.0012, -0.6221], [4.3245, 0.2344, -0.1611], [1.8869, -2.4436, -1.6848], [1.4915, -2.2774, -3.1998], [1.1584, -2.3207, -2.3229]]
}

{
  "formula": "C3H7NO2",
  "method": "ωB97M-V/def2-TZVPD",
  "orbital_gap_ha": 0.3979,
  "largest_force_ha_per_bohr": 0.019,
  "total_energy_ev": -8809.3144,
  "e_above_lowest_kcal_mol": 28.0,
  "homo_ev": -10.09,
  "smiles": "N=C=O.CCO",
  "symbols": ["N", "C", "O", "H", "C", "C", "O", "H", "H", "H", "H", "H", "H"],
  "coordinates": [[2.1780, 0.3021, 0.9524], [1.8952, -0.8680, 0.7383], [1.5272, -1.9491, 0.4975], [2.9555, 0.5730, 1.5340], [-1.4516, 0.4388, 0.2694], [-0.9177, -0.1944, -1.0063], [0.3956, 0.2309, -1.3319], [-1.4104, 1.5332, 0.2036], [-0.8711, 0.1254, 1.1450], [-2.4957, 0.1547, 0.4361], [-0.9032, -1.2885, -0.8995], [-1.5838, 0.0462, -1.8469], [0.6818, 0.8958, -0.6918]]
}

{
  "formula": "C7H12",
  "method": "ωB97M-V/def2-TZVPD",
  "orbital_gap_ha": 0.3177,
  "largest_force_ha_per_bohr": 0.092,
  "total_energy_ev": -7447.3784,
  "e_above_lowest_kcal_mol": 139.6,
  "homo_ev": -8.24,
  "symbols": ["C", "C", "C", "C", "C", "C", "C", "H", "H", "H", "H", "H", "H", "H", "H", "H", "H", "H", "H"],
  "coordinates": [[2.4336, -1.2212, -1.2216], [2.8605, -2.4434, -1.0929], [-0.2881, -0.4074, 0.7007], [-0.4640, 0.9992, 0.7307], [0.1890, -0.9997, -0.5725], [-0.8243, 1.6510, 2.1011], [-0.5025, 1.9132, -0.4930], [3.8536, -2.5896, -1.4994], [2.5184, -3.5163, -0.9430], [-0.2527, -1.0519, 1.5745], [-0.2364, -0.4279, -1.3846], [-0.0683, -1.9753, -0.4699], [1.2839, -0.6980, -0.6830], [-1.7383, 2.3183, 2.1778], [-0.0561, 2.3364, 2.2980], [-0.8974, 0.8343, 2.7984], [-1.1867, 2.7316, -0.2290], [-0.9515, 1.3140, -1.3103], [0.4268, 2.3663, -0.7847]]
}

{
  "formula": "C18H34Br12IO8PS3",
  "method": "ωB97M-V/def2-TZVPD",
  "orbital_gap_ha": 0.2454,
  "largest_force_ha_per_bohr": 0.213,
  "total_energy_ev": -925990.5162,
  "homo_ev": -7.67,
  "symbols": ["O", "C", "O", "C", "C", "C", "C", "S", "O", "O", "O", "S", "O", "O", "O", "C", "I", "P", "S", "H", "H", "H", "H", "H", "H", "H", "H", "H", "H", "Br", "C", "C", "Br", "H", "H", "H", "H", "Br", "C", "C", "Br", "H", "H", "H", "H", "Br", "C", "C", "Br", "H", "H", "H", "H", "Br", "C", "C", "Br", "H", "H", "H", "H", "Br", "C", "C", "Br", "H", "H", "H", "H", "Br", "C", "C", "Br", "H", "H", "H", "H"],
  "coordinates": [[5.4298, -1.8835, -1.7221], [4.4025, -1.3134, -2.2142], [4.4599, -1.0430, -3.6371], [3.0895, -0.9639, -1.3107], [1.8610, -1.9621, -1.6095], [0.4942, -1.6412, -0.8070], [-0.3679, -2.9891, -1.0113], [-1.8026, -2.8552, -2.1805], [-3.0566, -3.0450, -1.3208], [-1.8483, -3.9431, -3.2342], [0.9376, -1.7785, 0.6041], [0.9736, -0.2712, 1.3560], [0.1020, -0.0502, 2.5917], [2.3677, 0.1428, 1.8104], [0.6524, 0.6288, -0.0439], [-0.2043, -0.1956, -0.9260], [-2.1704, 0.1346, -0.0007], [-0.0740, 0.7266, -2.6166], [-0.4393, 2.6512, -2.4280], [5.3061, -0.5459, -3.8032], [2.8082, 0.1346, -1.4830], [3.4508, -1.0845, -0.2156], [2.2251, -3.0220, -1.3080], [1.6544, -1.9602, -2.7369], [-0.7677, -3.2869, 0.0334], [0.2577, -3.8973, -1.3686], [-1.9292, -1.5552, -2.7245], [1.2471, 0.5192, -3.1628], [-1.0282, 0.1938, -3.5456], [7.2153, 2.5104, -8.2195], [5.7331, 1.4398, -7.5430], [5.3403, 1.8764, -6.1471], [6.6001, 1.2190, -4.8124], [6.0415, 0.3951, -7.6011], [4.9141, 1.6102, -8.2463], [4.3812, 1.4462, -5.8618], [5.2947, 2.9603, -6.0352], [0.9844, 3.1409, 7.4921], [1.4280, 1.3841, 6.7723], [0.5983, 1.0664, 5.5532], [-1.2166, 0.5549, 6.0475], [1.2974, 0.6660, 7.5824], [2.4862, 1.4427, 6.5118], [1.0038, 0.2006, 5.0268], [0.5148, 1.9019, 4.8575], [-5.6617, 1.6903, 7.1149], [-4.0903, 2.8271, 7.3121], [-4.1889, 4.0536, 6.4396], [-3.8131, 3.6275, 4.5748], [-3.2203, 2.2090, 7.0902], [-4.0723, 3.1065, 8.3671], [-3.4316, 4.7874, 6.7214], [-5.1721, 4.5245, 6.4662], [2.6922, 0.8849, -7.6763], [2.3874, -0.8333, -6.8100], [0.9289, -1.0446, -6.5065], [0.4037, -0.0003, -4.9441], [3.0182, -0.8571, -5.9194], [2.7461, -1.5772, -7.5236], [0.7375, -2.0846, -6.2354], [0.2660, -0.7610, -7.3251], [0.2219, -1.9698, 3.1309], [-1.4552, -2.9203, 3.4507], [-1.6027, -3.3000, 4.9035], [-0.4929, -4.8394, 5.3489], [-1.4701, -3.7787, 2.7769], [-2.2383, -2.2182, 3.1551], [-2.6257, -3.6165, 5.1166], [-1.3250, -2.4984, 5.5889], [-4.5632, 3.0508, 0.0833], [-6.2352, 2.0997, 0.3975], [-6.3730, 1.6991, 1.8461], [-5.2598, 0.1534, 2.2614], [-6.2536, 1.2521, -0.2885], [-7.0199, 2.8048, 0.1174], [-7.3941, 1.3792, 2.0612], [-6.0909, 2.4904, 2.5420]]
}

{
  "formula": "C3H6N2O",
  "method": "ωB97M-V/def2-TZVPD",
  "orbital_gap_ha": 0.3589,
  "largest_force_ha_per_bohr": 0.030,
  "total_energy_ev": -8235.2946,
  "e_above_lowest_kcal_mol": 32.4,
  "homo_ev": -8.79,
  "symbols": ["C", "N", "C", "N", "C", "O", "H", "H", "H", "H", "H", "H"],
  "coordinates": [[1.4437, 0.7004, 1.0229], [0.4264, 0.0326, 0.2519], [-0.3233, 0.6015, -0.7317], [-1.3370, 0.0139, -1.2476], [-1.4600, -2.3999, 0.0254], [-2.3438, -2.8659, -0.5141], [2.2991, 0.0331, 1.1767], [1.7980, 1.5780, 0.4762], [1.0875, 1.0285, 2.0099], [0.0455, 1.5882, -1.0426], [-1.7427, 0.5611, -2.0013], [0.1067, -0.8713, 0.5743]]
}

{
  "formula": "C3H7PS",
  "method": "ωB97M-V/def2-TZVPD",
  "orbital_gap_ha": [0.2747, 0.3032],
  "largest_force_ha_per_bohr": 0.060,
  "total_energy_ev": -23344.1511,
  "e_above_lowest_kcal_mol": 40.8,
  "multiplicity": 3,
  "homo_ev": [-6.52, -8.90],
  "symbols": ["C", "C", "C", "P", "S", "H", "H", "H", "H", "H", "H", "H"],
  "coordinates": [[-1.1781, -1.5790, 0.2289], [1.3070, 1.7032, -0.8282], [0.6218, 0.3993, -0.6225], [-0.1069, -0.3252, 0.7878], [-1.8993, -2.7150, 1.3848], [-0.5921, -2.1092, -0.5428], [2.1863, 1.7046, -0.1954], [1.4517, 1.8017, -1.9098], [0.6378, 2.5392, -0.5389], [0.6826, -0.3753, -1.3944], [-2.4886, -1.7962, 1.9932], [-0.6223, 0.7520, 1.6374]]
}

{
  "formula": "C15H19N3O5",
  "method": "ωB97M-V/def2-TZVPD",
  "orbital_gap_ha": 0.3263,
  "largest_force_ha_per_bohr": 0.021,
  "total_energy_ev": -30570.8623,
  "e_above_lowest_kcal_mol": 48.0,
  "homo_ev": -8.84,
  "smiles": "COCCNC(=O)CC(=O)N/N=C/c1cccc(C(=O)OC)c1",
  "symbols": ["C", "O", "C", "C", "N", "C", "O", "C", "C", "O", "N", "N", "C", "C", "C", "C", "C", "C", "C", "O", "O", "C", "C", "H", "H", "H", "H", "H", "H", "H", "H", "H", "H", "H", "H", "H", "H", "H", "H", "H", "H", "H"],
  "coordinates": [[-0.6208, 1.3032, -2.1019], [-1.5505, 2.1515, -2.7358], [-1.7379, 3.3975, -2.1202], [-0.5188, 4.3405, -2.1741], [0.3288, 4.2183, -1.0093], [1.5748, 3.7139, -1.0413], [2.1640, 3.3914, -2.0511], [2.1627, 3.4954, 0.3548], [1.4260, 2.2645, 0.8611], [0.4597, 2.3192, 1.5811], [1.9236, 1.1125, 0.3197], [1.3328, -0.0711, 0.5341], [1.7374, -1.0971, -0.0957], [1.1237, -2.3931, 0.1077], [1.5802, -3.5015, -0.6083], [0.9999, -4.7437, -0.4240], [-0.0392, -4.8957, 0.4750], [-0.5040, -3.7960, 1.1971], [-1.6209, -4.0095, 2.1537], [-2.1566, -5.0745, 2.3436], [-1.9725, -2.8865, 2.7911], [-3.0327, -3.0081, 3.7262], [0.0743, -2.5488, 1.0140], [-0.7554, 0.3182, -2.5456], [0.4083, 1.6329, -2.2768], [-0.8072, 1.2406, -1.0232], [-2.0398, 3.2625, -1.0684], [-2.5664, 3.8508, -2.6691], [0.0910, 4.1067, -3.0494], [-0.8688, 5.3744, -2.2475], [-0.1136, 4.3450, -0.1103], [1.9551, 4.3400, 1.0090], [3.2355, 3.3295, 0.2764], [2.6851, 1.1764, -0.3620], [2.5612, -1.0408, -0.8197], [2.3926, -3.3844, -1.3114], [1.3597, -5.5944, -0.9829], [-0.5069, -5.8550, 0.6358], [-2.7782, -3.7397, 4.4962], [-3.1660, -2.0220, 4.1632], [-3.9466, -3.3330, 3.2242], [-0.2737, -1.6899, 1.5639]]
}